1.
DFT (wB97M-V/def2-TZVPD) results for a single C4H4OS2 molecule.

Geometry (Å):
C -1.236 -1.265 -0.203
C -0.415 -0.242 -0.304
C -0.900 1.213 -0.022
S -0.067 2.522 -0.192
O 0.891 -0.244 -0.529
C 1.809 -0.135 0.422
S 3.347 0.637 -0.285
H -2.339 -1.178 -0.436
H -0.773 -2.230 -0.244
H -1.925 1.276 0.251
H 1.609 -0.354 1.544

Its spin multiplicity is 1. The maximum force comes out at 0.1109 Eh/bohr. The SMILES is C=C(C=S)OC=S. The calculation puts the energy at -1026.2860 Eh. The energy above the lowest of the compared OMol25 structures with the same formula, charge and spin is 80.70 kcal per mole. The calculation puts the HOMO-LUMO gap at 7.6 eV. For the molar mass, the calculation gives 132.21 g mol⁻¹.

Atom charges from the Mulliken analysis, given in e for atoms 1 to 2: C -0.759; C 0.612

=====

2.
DFT (wB97M-V/def2-TZVPD) results for 2 unconnected molecules or ions with the total composition CH3N2O.

Geometry (Å):
C -0.407 -0.026 -0.060
N -0.704 -1.305 0.060
N 0.342 0.929 -0.446
O -1.470 -0.222 0.669
H 0.950 -2.044 1.007
H 1.215 0.768 -0.947
H 0.074 1.900 -0.282

Its total charge is +1. Its spin multiplicity is 1. The maximum force comes out at 0.0477 Eh/bohr. The calculation puts the energy at -224.1308 Eh. The energy above the lowest of the compared OMol25 structures with the same formula, charge and spin is 135.45 kcal per mole. The calculation puts the HOMO-LUMO gap (alpha / beta) at 8.4 / 11.3 eV. For the molar mass, the calculation gives 59.05 g mol⁻¹.

Atom charges from the Mulliken analysis, given in e for atoms 1 to 2: C 0.899; N -0.363